[1]
The following is a quantum chemistry calculation of a cluster of 3 separate species, C28H42FN6O6S in total, from the Open Molecules 2025 dataset.

Summary:
E = -2369.22639 hartree
frontier orbital gap = 6.34 eV
HOMO energy = -0.4432 hartree
total charge = +1
LUMO energy = -5.720 eV

Cartesian coordinates (Å):
C: 8.913 -4.018 0.400
C: 8.799 -2.634 -0.483
C: 8.345 -1.317 0.420
C: 7.956 -0.110 -0.624
C: 6.327 0.073 -0.835
C: 5.541 0.576 0.526
C: 5.235 2.219 0.471
C: 3.615 2.516 0.243
C: 2.714 2.302 1.600
C: 1.291 1.515 1.288
C: 0.129 2.523 0.650
N: -0.336 2.164 -0.723
C: -1.029 1.087 -1.168
N: -1.282 1.025 -2.662
C: -2.006 -0.297 -2.772
N: -2.102 -0.847 -1.333
C: -2.771 -2.183 -1.311
C: -1.609 -3.283 -0.822
C: -1.883 -4.805 -1.366
N: -1.551 -0.027 -0.320
S: -1.588 -0.434 1.347
O: -0.265 -1.244 1.653
O: -1.865 0.696 2.362
F: -2.833 -1.605 1.757
H: 9.171 -3.827 1.550
H: 7.939 -4.687 0.317
H: 9.846 -4.624 -0.022
H: 9.868 -2.413 -0.946
H: 8.003 -2.733 -1.336
H: 7.481 -1.592 1.167
H: 9.280 -0.973 1.067
H: 8.523 -0.323 -1.629
H: 8.347 0.908 -0.168
H: 5.908 -0.983 -1.133
H: 6.176 0.783 -1.757
H: 4.501 0.037 0.685
H: 6.256 0.368 1.456
H: 5.574 2.733 1.474
H: 5.855 2.685 -0.408
H: 3.467 3.642 -0.094
H: 3.164 1.860 -0.643
H: 3.346 1.699 2.414
H: 2.392 3.359 2.050
H: 1.472 0.596 0.548
H: 0.933 1.083 2.341
H: -0.725 2.795 1.428
H: 0.725 3.558 0.555
H: -0.090 2.851 -1.501
H: -2.434 -0.848 -3.739
H: -3.707 -2.239 -0.574
H: -3.132 -2.461 -2.409
H: -1.442 -3.223 0.341
H: -0.599 -2.886 -1.319
H: -1.260 -5.528 -0.649
H: -1.388 -4.903 -2.422
H: -3.005 -5.134 -1.312
C: -3.256 3.783 -1.760
C: -2.362 4.836 -1.962
C: -2.834 6.148 -2.048
C: -4.208 6.395 -1.923
C: -5.108 5.339 -1.727
C: -4.625 4.031 -1.647
N: -4.707 7.774 -1.987
O: -3.881 8.679 -2.180
O: -5.924 7.955 -1.839
H: -2.883 2.763 -1.688
H: -1.297 4.635 -2.051
H: -2.125 6.957 -2.206
H: -6.178 5.516 -1.634
H: -5.315 3.205 -1.491
C: -7.253 -3.287 4.098
C: -6.354 -2.434 3.457
C: -5.924 -2.717 2.159
C: -6.408 -3.861 1.508
C: -7.305 -4.723 2.152
C: -7.725 -4.431 3.451
N: -5.980 -4.150 0.134
O: -5.171 -3.374 -0.395
O: -6.455 -5.152 -0.420
H: -7.590 -3.059 5.108
H: -5.989 -1.546 3.968
H: -5.223 -2.043 1.673
H: -7.684 -5.616 1.660
H: -8.424 -5.092 3.959

Mulliken atomic charge list, values in e, 5 entries:
1 C -0.90
2 C -0.40
3 C -0.49
4 C -0.64
5 C -0.65

---

[2]
The following is a quantum chemistry calculation of a cluster of 2 separate species, C6H15N2 in total, from the Open Molecules 2025 dataset.

Summary:
E = -346.66905 hartree
frontier orbital gap = 5.80 eV
HOMO energy = -0.4873 hartree
total charge = +1
LUMO energy = -7.458 eV

Cartesian coordinates (Å):
N: 0.768 -0.416 2.810
C: -1.177 -0.059 0.130
C: -0.711 -1.481 -0.019
C: 0.695 -1.226 -0.363
C: 1.283 -1.731 -1.477
C: -1.399 0.869 -1.078
N: -0.181 1.524 -1.470
C: 0.450 2.287 -0.423
H: 0.572 -1.413 3.056
H: 1.021 0.146 3.672
H: -0.106 -0.030 2.374
H: -1.881 0.160 0.899
H: -0.747 -2.205 0.828
H: -1.169 -2.096 -0.784
H: 1.240 -0.861 0.488
H: 2.176 -1.288 -1.877
H: 0.773 -2.555 -1.899
H: -1.993 1.713 -0.751
H: -1.942 0.386 -1.929
H: 0.555 0.925 -1.842
H: -0.150 3.165 -0.258
H: 1.546 2.554 -0.618
H: 0.377 1.632 0.531

Mulliken atomic charge list, values in e, 5 entries:
1 N -0.61
2 C -0.24
3 C -0.53
4 C -0.18
5 C -0.64

---

[3]
The following is a quantum chemistry calculation of a structure of composition C22H41N5O6S2Ta, from the Open Molecules 2025 dataset.

Summary:
E = -2441.33485 hartree
frontier orbital gap = 7.77 eV
HOMO energy = -0.4220 hartree
total charge = +1
LUMO energy = -3.715 eV

Cartesian coordinates (Å):
Ta: -0.358 0.589 -0.589
C: 3.185 -0.054 1.091
C: 2.848 1.381 0.684
N: 1.404 1.741 0.729
C: 0.963 2.062 2.107
C: 0.396 0.829 2.753
N: -0.626 0.291 1.838
C: -1.267 -0.911 2.443
C: -0.621 -2.222 2.077
C: -0.943 -2.571 0.642
N: -0.053 -1.859 -0.304
C: 1.211 -2.644 -0.405
C: 2.130 -2.132 -1.482
N: 2.588 -0.798 -1.137
C: 3.663 -0.804 -0.138
H: 2.296 -0.565 1.463
H: 3.930 -0.070 1.888
H: 3.159 1.547 -0.345
H: 3.387 2.100 1.305
H: 1.357 2.626 0.230
H: 0.187 2.824 2.039
H: 1.789 2.478 2.686
H: -0.058 1.082 3.715
H: 1.153 0.069 2.936
H: -1.373 0.986 1.833
H: -2.301 -0.939 2.103
H: -1.277 -0.777 3.526
H: -1.028 -2.992 2.734
H: 0.458 -2.205 2.254
H: -1.974 -2.293 0.417
H: -0.851 -3.645 0.466
H: -0.472 -1.998 -1.217
H: 0.940 -3.679 -0.630
H: 1.706 -2.645 0.567
H: 1.617 -2.099 -2.441
H: 2.961 -2.841 -1.586
H: 2.864 -0.321 -1.985
H: 4.558 -0.321 -0.538
H: 3.948 -1.829 0.114
C: -2.744 -2.482 -2.426
C: -3.813 -1.402 -2.374
C: -3.570 -0.280 -3.385
C: -4.240 -0.904 -0.989
C: -5.522 -1.343 -0.672
C: -6.220 -0.887 0.420
C: -5.647 0.107 1.169
C: -4.355 0.602 0.954
C: -4.158 1.785 1.940
C: -3.387 3.038 1.562
C: -3.845 1.352 3.378
C: -3.593 -0.007 -0.091
O: -2.198 0.181 -0.201
H: -2.644 -2.849 -3.448
H: -2.993 -3.326 -1.780
H: -1.777 -2.097 -2.143
H: -4.710 -1.913 -2.724
H: -2.544 0.062 -3.398
H: -4.210 0.579 -3.184
H: -3.799 -0.639 -4.389
H: -5.997 -2.050 -1.339
H: -7.216 -1.246 0.637
H: -6.230 0.550 1.968
H: -5.183 2.157 1.995
H: -2.309 2.956 1.632
H: -3.677 3.826 2.258
H: -3.630 3.377 0.557
H: -2.922 0.793 3.470
H: -4.639 0.720 3.776
H: -3.765 2.232 4.020
O: -0.852 2.648 -0.140
N: -1.632 2.904 -1.124
O: -1.653 1.931 -1.872
O: -0.139 -0.264 -2.333
S: 0.631 0.600 -3.452
O: 1.754 -0.176 -3.878
O: -0.317 1.037 -4.415
S: 1.165 2.042 -2.140

Mulliken atomic charge list, values in e, 5 entries:
1 Ta 1.92
2 C 0.94
3 C -1.35
4 N -0.51
5 C -1.14

---

[4]
The following is a quantum chemistry calculation of a cluster of 9 separate species, C32H84N14O12 in total, from the Open Molecules 2025 dataset.

Summary:
E = -2939.13361 hartree
frontier orbital gap = 8.36 eV
HOMO energy = -0.2922 hartree
LUMO energy = 0.413 eV
SMILES string = CC1(C)CCCC(C)(C)N1O.COCCNCCOC.COCCNCCOC.COCCNCCOC.NC(N)=O.NC(N)=O.NC(N)=O.NC(N)=O.NC(N)=O

Cartesian coordinates (Å):
C: -8.642 -0.069 5.750
O: -7.310 0.122 5.328
C: -7.111 0.385 3.943
C: -5.598 0.280 3.763
N: -4.986 1.570 4.143
C: -3.644 1.783 3.651
C: -2.556 0.789 4.131
O: -1.362 1.185 3.506
C: -0.172 0.467 3.796
H: -8.902 0.498 6.648
H: -8.931 -1.105 5.933
H: -9.260 0.423 4.992
H: -7.507 1.344 3.599
H: -7.627 -0.351 3.316
H: -5.377 0.126 2.703
H: -5.164 -0.549 4.326
H: -5.006 1.439 5.151
H: -3.372 2.792 3.966
H: -3.613 1.803 2.559
H: -2.762 -0.252 3.857
H: -2.576 0.834 5.227
H: 0.581 0.716 3.055
H: -0.397 -0.605 3.835
H: 0.146 0.623 4.832
C: 6.318 -0.624 -2.334
O: 6.111 -1.492 -1.253
C: 5.297 -2.609 -1.583
C: 5.073 -3.435 -0.328
N: 4.206 -4.596 -0.486
C: 2.753 -4.237 -0.576
C: 1.911 -5.496 -0.745
O: 2.224 -6.052 -2.024
C: 1.698 -5.365 -3.155
H: 5.381 -0.385 -2.848
H: 6.933 -1.046 -3.136
H: 6.785 0.314 -2.036
H: 5.837 -3.076 -2.411
H: 4.286 -2.342 -1.906
H: 4.707 -2.756 0.451
H: 6.029 -3.812 0.048
H: 4.244 -5.219 0.308
H: 2.523 -3.405 -1.238
H: 2.515 -3.855 0.429
H: 0.891 -5.108 -0.849
H: 2.059 -6.230 0.043
H: 1.928 -6.015 -3.998
H: 2.253 -4.434 -3.273
H: 0.612 -5.273 -3.090
C: -4.478 4.108 -0.468
O: -3.090 4.041 -0.150
C: -2.550 2.754 -0.411
C: -1.139 2.674 0.147
N: -0.275 3.637 -0.544
C: 1.080 3.610 -0.019
C: 1.884 4.780 -0.564
O: 1.530 6.010 0.043
C: 2.263 7.092 -0.459
H: -4.864 5.054 -0.090
H: -5.059 3.295 -0.030
H: -4.555 4.124 -1.558
H: -2.467 2.584 -1.490
H: -3.115 1.893 -0.043
H: -0.810 1.633 0.102
H: -1.100 2.923 1.214
H: -0.699 4.544 -0.374
H: 1.520 2.695 -0.425
H: 1.164 3.555 1.073
H: 1.691 4.722 -1.641
H: 2.953 4.643 -0.376
H: 2.542 6.978 -1.510
H: 3.195 7.362 0.053
H: 1.761 8.062 -0.423
C: -1.241 -2.252 -3.512
C: -2.193 -2.571 -2.363
C: -2.229 -4.085 -2.014
C: -3.120 -4.339 -0.822
C: -2.468 -3.679 0.348
C: -2.363 -2.163 0.179
N: -1.792 -1.827 -1.152
O: -1.800 -0.437 -1.346
C: -3.771 -1.541 0.452
C: -1.408 -1.624 1.220
C: -3.593 -2.189 -2.912
H: -1.513 -2.845 -4.389
H: -0.224 -2.579 -3.285
H: -1.310 -1.206 -3.808
H: -2.730 -4.546 -2.870
H: -1.229 -4.508 -1.932
H: -3.014 -5.415 -0.650
H: -4.179 -4.103 -0.910
H: -1.504 -4.179 0.463
H: -3.126 -3.831 1.209
H: -3.993 -1.436 1.513
H: -3.884 -0.552 0.000
H: -4.512 -2.127 -0.091
H: -1.141 -0.588 1.008
H: -1.968 -1.711 2.153
H: -0.475 -2.185 1.308
H: -3.835 -2.655 -3.869
H: -3.658 -1.117 -3.108
H: -4.395 -2.451 -2.222
H: -0.855 -0.218 -1.426
C: 5.084 -0.100 2.171
O: 4.236 0.569 1.560
N: 5.341 0.047 3.489
N: 6.042 -0.811 1.508
H: 6.057 -0.552 3.853
H: 5.101 0.970 3.863
H: 6.167 -0.826 0.495
H: 6.402 -1.628 1.975
C: 2.779 -0.505 -5.082
O: 3.808 -1.181 -5.225
N: 1.533 -0.867 -5.428
N: 2.852 0.698 -4.479
H: 0.771 -0.228 -5.245
H: 1.437 -1.722 -5.946
H: 2.068 1.321 -4.620
H: 3.767 1.117 -4.544
C: -0.349 2.393 -4.171
O: -0.342 1.683 -5.179
N: -0.056 1.970 -2.931
N: -0.532 3.734 -4.233
H: -0.004 2.573 -2.114
H: 0.361 1.075 -2.728
H: -0.575 4.256 -5.088
H: -0.930 4.142 -3.401
C: 3.464 2.994 4.109
O: 3.920 2.017 4.684
N: 3.550 3.257 2.766
N: 2.586 3.854 4.716
H: 3.279 4.107 2.314
H: 3.701 2.399 2.243
H: 2.279 3.736 5.664
H: 2.356 4.671 4.183
C: 1.915 -0.071 -0.846
O: 1.025 -0.272 -1.686
N: 3.175 0.162 -1.279
N: 1.803 -0.304 0.470
H: 3.936 0.287 -0.630
H: 3.238 0.178 -2.288
H: 2.550 0.023 1.069
H: 0.918 -0.680 0.767

Mulliken atomic charge list, values in e, 5 entries:
1 C -0.75
2 O -0.33
3 C -0.77
4 C 0.00
5 N -0.30